# 1
113
Properties=species:S:1:pos:R:3:forces:R:3:lowdin_charge:R:1 method="wB97M-V/def2-TZVPD" homo_lumo_gap_ev=9.48 e_above_lowest_kcal_mol=0.0 spin_multiplicity=1 lumo_energy_ev=0.22
C -2.524819 2.481261 2.973912 0.4 -0.1 -1.2 -0.65
O -3.148214 2.320773 1.918120 0.0 -0.2 0.0 -0.02
N -1.306622 1.928457 3.175234 -0.6 0.3 0.7 0.20
N -3.027117 3.299236 3.925904 0.2 -0.3 -0.1 0.17
H -0.898058 1.308174 2.492976 0.3 0.2 0.1 0.06
H -0.813758 2.190670 4.010508 0.4 -0.3 -0.2 0.11
H -3.946456 3.624622 3.684486 0.0 0.2 0.6 0.11
H -2.607315 3.334070 4.836542 -0.4 0.3 0.1 0.10
C -2.440410 0.536772 -4.443349 -0.7 0.4 0.4 -0.65
O -1.915954 0.530193 -3.320132 0.0 -0.1 -0.4 -0.03
N -3.782017 0.713529 -4.602314 0.4 -0.1 0.5 0.18
N -1.741678 0.392138 -5.587094 0.5 0.1 -0.3 0.17
H -4.132219 1.065802 -5.474140 -0.1 0.0 0.1 0.10
H -4.281193 0.899491 -3.733713 -0.5 -0.1 -0.1 0.07
H -0.740835 0.324017 -5.515136 0.0 -0.2 0.0 0.10
H -2.203911 0.087838 -6.424148 0.1 0.0 -0.1 0.11
C -4.629224 1.098857 -0.989284 -0.4 0.6 -0.9 -0.67
O -5.342319 0.820470 -1.959087 0.3 -0.5 -0.2 -0.02
N -5.015199 0.908739 0.283038 0.3 -0.1 0.6 0.17
N -3.426024 1.709802 -1.145371 0.0 0.3 0.3 0.17
H -4.407765 1.286052 0.995506 -0.2 -0.1 0.4 0.05
H -5.879409 0.452327 0.499482 -0.1 0.1 -0.2 0.11
H -2.979882 1.670447 -2.044957 0.1 -0.1 0.0 0.06
H -2.900292 2.020994 -0.344589 0.0 -0.1 0.0 0.07
C 0.793423 -1.802577 -4.068350 1.8 0.1 0.5 -0.71
O 1.896424 -2.227231 -4.410667 -0.9 -0.1 -0.4 0.01
N 0.688732 -0.793837 -3.171087 -0.2 1.1 1.1 0.17
N -0.415535 -2.235993 -4.473591 -0.6 -0.5 -0.6 0.17
H -0.183940 -0.355366 -2.908402 -0.2 -0.2 -0.3 0.05
H 1.477584 -0.501135 -2.627431 0.3 -0.3 -0.3 0.05
H -0.502033 -2.781443 -5.311221 0.0 -0.1 0.2 0.11
H -1.225845 -1.880628 -3.998383 -0.2 -0.1 -0.2 0.08
C 3.247565 4.047753 1.714936 1.3 -0.8 -0.4 -0.62
O 2.588296 3.002881 1.844350 -0.5 0.4 -0.2 -0.02
N 3.796977 4.665699 2.766864 -0.3 -0.3 1.6 0.18
N 3.667476 4.512779 0.510021 -0.6 -0.3 0.2 0.18
H 3.571268 4.254490 3.672173 -0.1 0.2 0.1 0.07
H 4.327109 5.514608 2.786646 -0.1 0.1 -0.5 0.11
H 3.081446 4.303333 -0.289593 0.2 0.4 -0.1 0.06
H 4.324510 5.266509 0.569142 -0.2 0.3 -0.7 0.10
C -1.522295 -2.886748 4.408586 2.2 0.5 0.8 -0.69
O -0.481670 -3.543409 4.430792 -0.9 0.3 -0.7 0.02
N -1.583061 -1.583432 3.980303 0.3 -0.7 -0.1 0.16
N -2.639812 -3.305044 5.008265 -1.2 -1.1 0.6 0.15
H -2.441910 -1.099793 4.153249 0.1 0.5 -0.6 0.08
H -0.888975 -1.335463 3.295406 -0.2 0.5 0.0 0.09
H -2.579760 -4.193362 5.476594 -0.1 0.1 0.0 0.11
H -3.463935 -2.744412 5.104071 -0.1 -0.1 0.0 0.09
C 2.899515 2.267680 5.323121 0.5 0.4 -0.2 -0.67
O 2.826978 3.502225 5.273177 -0.2 -0.4 0.0 -0.01
N 2.744316 1.465132 4.254584 -0.2 0.0 -0.3 0.18
N 3.223984 1.630789 6.476611 -0.2 0.5 0.1 0.15
H 2.560294 1.904440 3.354257 0.1 -0.1 0.1 0.05
H 2.772894 0.469017 4.368864 -0.1 -0.1 -0.3 0.11
H 3.153482 2.227425 7.282141 0.3 -0.5 0.3 0.11
H 3.369962 0.640269 6.488290 -0.1 0.0 0.5 0.10
C -1.067658 -0.145011 0.136061 1.3 -0.2 -0.4 -0.07
C -0.004465 0.952425 0.210356 -1.3 1.2 0.6 -0.29
O 0.807351 0.811929 1.373450 0.0 -0.7 0.0 -0.12
H -1.614277 0.035606 -0.788084 0.0 -0.5 -0.1 0.05
H -1.814153 -0.134780 0.931491 0.2 0.3 0.2 0.06
H -0.545086 -1.103686 0.165330 -0.4 -0.2 -0.3 0.07
H -0.617250 1.863240 0.290345 0.3 0.4 0.2 0.10
H 0.601716 1.160975 -0.674643 0.0 -0.8 -0.2 0.11
H 1.444820 1.539093 1.426365 0.0 0.4 -0.1 0.04
C 3.500765 -0.416986 -0.725897 1.2 -0.2 0.7 -0.04
C 3.958677 -1.169209 0.566763 -1.5 1.4 -0.9 -0.45
C 4.714043 -0.229972 1.506468 0.3 -1.1 -0.1 -0.04
O 2.772591 -1.654338 1.205917 0.3 0.0 0.1 -0.07
H 4.399636 -0.412094 -1.346390 -0.4 0.1 -0.6 0.09
H 3.236363 0.625600 -0.531736 -0.1 0.0 0.2 0.06
H 2.648869 -0.918905 -1.175222 0.3 -0.3 -0.2 0.06
H 4.566640 -2.019338 0.261451 -0.1 -0.1 0.2 0.14
H 5.227217 -0.917307 2.182582 0.3 0.5 0.3 0.08
H 4.058875 0.406670 2.096336 -0.2 0.1 -0.2 0.05
H 5.421946 0.392732 0.959350 0.1 -0.1 0.1 0.08
H 2.218216 -0.858183 1.242704 -0.4 -0.3 0.3 0.05
C -0.021997 -4.300776 1.041360 0.5 -0.6 -0.4 -0.06
C 0.646644 -5.010587 -0.166110 -1.7 0.7 0.2 -0.49
C 0.106918 -4.476010 -1.500383 -0.5 0.2 0.4 -0.05
O 2.035935 -4.866952 -0.073998 0.5 -0.3 0.0 -0.04
H 0.390749 -4.806000 1.914443 0.0 0.4 0.3 0.08
H -1.103570 -4.434661 1.075554 0.0 0.1 -0.2 0.07
H 0.241071 -3.240853 1.043099 -0.1 0.0 0.2 0.06
H 0.334554 -6.045969 -0.008327 0.7 -0.3 -0.4 0.13
H 0.545725 -4.878182 -2.412517 0.4 0.0 0.2 0.08
H 0.211507 -3.386949 -1.469619 0.2 0.0 -0.3 0.06
H -0.966611 -4.663652 -1.596929 -0.1 -0.1 0.2 0.07
H 2.220269 -3.952240 0.177851 0.0 0.0 0.0 0.07
C 2.738608 2.458772 -3.671087 1.5 -0.7 0.2 -0.04
C 3.271012 3.360265 -2.563394 -0.4 0.2 -0.6 -0.50
C 4.208295 4.413586 -3.084147 0.0 0.4 -0.3 -0.06
O 2.130421 3.979111 -1.936179 0.4 -0.2 0.4 -0.08
H 3.600850 2.058422 -4.213290 0.0 -0.1 -0.1 0.09
H 2.148695 2.978570 -4.427151 -0.2 0.2 0.3 0.09
H 2.230631 1.587132 -3.266408 -0.4 0.2 -0.1 0.06
H 3.879279 2.856540 -1.808481 -0.7 -0.6 0.2 0.13
H 3.687516 4.997128 -3.848249 0.3 0.1 -0.1 0.09
H 5.101094 3.950411 -3.505584 0.0 0.1 -0.1 0.09
H 4.519626 5.076312 -2.276167 0.0 0.1 0.0 0.07
H 1.570671 4.274820 -2.660734 -0.1 0.1 0.2 0.09
C -3.660004 -2.916761 -0.169919 -1.2 0.2 -0.3 -0.05
C -4.839974 -3.246457 -1.107869 1.1 1.2 -0.1 -0.48
C -4.518449 -2.634730 -2.472919 -0.4 -0.9 -0.7 -0.05
O -5.039085 -4.649285 -1.226267 0.0 0.2 -0.4 -0.04
H -3.838534 -3.439884 0.770959 0.6 0.0 0.1 0.08
H -3.675990 -1.839426 0.010282 0.1 0.0 0.1 0.06
H -2.729538 -3.145025 -0.685958 0.1 -0.4 0.4 0.06
H -5.745098 -2.737132 -0.764922 -0.2 -0.2 0.3 0.13
H -3.520651 -2.912344 -2.822529 0.1 -0.2 0.1 0.07
H -4.589004 -1.550835 -2.552765 -0.2 0.0 0.5 0.06
H -5.228242 -3.060157 -3.187673 0.0 0.1 -0.1 0.08
H -5.250935 -5.014549 -0.363083 0.0 0.1 0.1 0.08



# 2
16
Properties=species:S:1:pos:R:3:forces:R:3:nbo_charge:R:1 method="wB97M-V/def2-TZVPD" homo_lumo_gap_ev=9.27 e_above_lowest_kcal_mol=64.3 spin_multiplicity=1 lumo_energy_ev=0.45
C -1.028714 0.389311 1.199574 0.7 -1.7 -1.6 0.13
C -1.570888 1.245395 0.354639 -0.8 1.7 1.4 -0.31
C 1.914198 -1.828600 -0.320507 1.6 0.4 1.1 0.16
C -1.671410 0.974738 -1.102729 4.0 1.1 -0.3 -0.61
O 2.637362 0.493607 0.488857 1.1 2.1 -1.1 -0.84
O -0.441100 -0.798818 0.791871 -0.3 -0.3 -0.8 -0.71
O 2.327155 -2.104864 0.793072 -0.9 -0.2 -0.9 -0.56
S 2.120926 -0.164724 -0.863736 -0.8 -0.9 -1.3 0.58
H -0.934509 0.353863 2.243560 -0.2 0.9 1.3 0.19
H -1.947458 2.202242 0.818450 0.3 -1.1 -0.8 0.22
H 1.520290 -2.558320 -1.045042 -0.1 0.2 0.0 0.16
H -2.604050 1.228852 -1.512088 -1.2 0.3 -0.6 0.22
H -1.432181 -0.093285 -1.230035 -0.4 0.5 -0.7 0.17
H -0.777978 1.624175 -1.644498 -2.3 -1.7 1.0 0.22
H -0.511708 -0.931390 -0.185873 0.0 0.4 1.4 0.47
H 2.400065 -0.032180 1.214484 -0.7 -1.7 2.0 0.50



# 3
66
Properties=species:S:1:pos:R:3:forces:R:3:nbo_charge:R:1 method="wB97M-V/def2-TZVPD" homo_lumo_gap_ev="5.12 / 5.46" s2=3.783 e_above_lowest_kcal_mol=28.9 spin_multiplicity=4 total_charge=-1 lumo_energy_ev="2.27 / 0.29"
Co -1.133441 0.613237 0.329817 0.0 0.0 0.0 1.19
N -1.578603 1.737750 4.266103 0.0 0.0 0.0 -0.35
C -0.954687 0.920237 3.424509 0.0 0.0 0.0 0.22
N -1.392292 1.157708 2.205872 0.0 0.0 0.0 -0.57
C -2.320886 2.170338 2.361384 0.0 0.0 0.0 0.31
N -2.459651 2.551999 3.621705 0.0 0.0 0.0 -0.31
C -2.964416 2.611643 1.168014 0.0 0.0 0.0 -0.04
C -3.918509 3.617002 1.078896 0.0 0.0 0.0 0.07
N -4.521508 3.969191 -0.039948 0.0 0.0 0.0 -0.49
C -4.138329 3.228799 -1.140544 0.0 0.0 0.0 -0.11
C -3.198725 2.243336 -1.098175 0.0 0.0 0.0 -0.01
N -2.549902 1.900387 0.041928 0.0 0.0 0.0 -0.57
H -1.464987 1.804653 5.260617 0.0 0.0 0.0 0.41
H -0.211950 0.196254 3.715697 0.0 0.0 0.0 0.23
H -4.190259 4.149256 1.986430 0.0 0.0 0.0 0.19
H -4.630474 3.460146 -2.076258 0.0 0.0 0.0 0.18
H -2.946165 1.683215 -1.987708 0.0 0.0 0.0 0.21
I -2.037231 -2.681788 1.954769 0.0 0.0 0.0 0.17
C -0.172159 -2.786318 2.934401 0.0 0.0 0.0 -0.11
C -0.106698 -3.761815 3.893218 0.0 0.0 0.0 -0.28
C 1.024828 -3.875628 4.724329 0.0 0.0 0.0 -0.21
C 2.042090 -2.978191 4.610915 0.0 0.0 0.0 -0.22
C 2.005061 -1.953293 3.633292 0.0 0.0 0.0 0.05
C 3.053195 -1.005544 3.562314 0.0 0.0 0.0 -0.27
C 3.018201 -0.016081 2.618833 0.0 0.0 0.0 -0.18
C 1.981186 0.046204 1.679966 0.0 0.0 0.0 -0.34
C 0.951878 -0.880007 1.682795 0.0 0.0 0.0 0.45
C 0.906955 -1.876751 2.727900 0.0 0.0 0.0 -0.23
H -0.939549 -4.438099 4.027788 0.0 0.0 0.0 0.22
H 1.061734 -4.663144 5.466591 0.0 0.0 0.0 0.21
H 2.903492 -3.031318 5.266513 0.0 0.0 0.0 0.20
H 3.874528 -1.084090 4.264130 0.0 0.0 0.0 0.20
H 3.815016 0.717035 2.572713 0.0 0.0 0.0 0.21
H 1.966759 0.805197 0.906719 0.0 0.0 0.0 0.25
C 2.830376 -0.330173 -2.391770 0.0 0.0 0.0 -0.62
C 2.494713 1.023860 -3.001199 0.0 0.0 0.0 -0.36
C 0.986211 1.284023 -3.150077 0.0 0.0 0.0 -0.27
C 0.776279 2.711319 -3.700504 0.0 0.0 0.0 -0.36
C -0.684071 3.117036 -3.851891 0.0 0.0 0.0 -0.62
C 0.401998 0.308642 -4.158110 0.0 0.0 0.0 0.72
O 0.870400 0.174610 -5.272410 0.0 0.0 0.0 -0.62
N -0.716479 -0.372674 -3.772941 0.0 0.0 0.0 -0.66
C -1.307884 -0.380015 -2.499639 0.0 0.0 0.0 0.81
O -2.295694 -1.060071 -2.309887 0.0 0.0 0.0 -0.63
N -0.737181 0.409981 -1.553603 0.0 -0.1 0.0 -0.73
C 0.328303 1.198828 -1.782175 -0.1 0.1 0.0 0.71
O 0.756229 1.891946 -0.854572 0.0 0.0 0.0 -0.68
H 3.911232 -0.462505 -2.322469 0.0 0.0 0.0 0.21
H 2.430241 -1.150273 -2.989119 0.0 0.0 0.0 0.22
H 2.423004 -0.425131 -1.382938 0.0 0.0 0.0 0.22
H 2.936647 1.116056 -3.995172 0.0 0.0 0.0 0.21
H 2.892803 1.824957 -2.376088 0.0 0.0 0.0 0.21
H 1.289725 2.761249 -4.662997 0.0 0.0 0.0 0.21
H 1.280013 3.390299 -3.010220 0.0 0.0 0.0 0.22
H -1.223787 2.438241 -4.516568 0.0 0.0 0.0 0.20
H -0.760346 4.119919 -4.274057 0.0 0.0 0.0 0.21
H -1.195542 3.127382 -2.887796 0.0 0.0 0.0 0.22
H -1.104896 -1.033511 -4.429300 0.0 0.0 0.0 0.42
F 0.765151 -5.555685 -1.441048 0.0 0.0 0.0 -0.31
C 0.003105 -4.819916 -0.630824 0.0 0.0 0.0 0.78
F -1.250325 -4.868184 -1.056686 0.0 0.0 0.0 -0.31
F 0.075389 -5.320257 0.597475 0.0 0.0 0.0 -0.31
S 0.623011 -3.019362 -0.632736 0.0 0.0 0.0 1.80
O 1.950586 -3.142330 -0.069157 0.0 0.0 0.0 -0.86
O 0.441610 -2.625245 -2.011816 0.0 0.0 0.0 -0.87
O 0.034677 -0.884534 0.744770 0.0 0.0 0.0 -0.85



# 4
105
Properties=species:S:1:pos:R:3:forces:R:3:lowdin_charge:R:1 method="wB97M-V/def2-TZVPD" homo_lumo_gap_ev=3.30 e_above_lowest_kcal_mol=39.5 spin_multiplicity=1 total_charge=-2 lumo_energy_ev=3.26
Cs 2.296017 -1.266732 1.674129 0.1 2.8 1.0 1.09
C 2.101962 2.935389 1.732537 0.1 0.1 0.0 -0.04
C 0.662185 2.968662 2.133213 0.0 0.0 0.0 -0.31
C -0.017016 4.186439 2.260602 0.1 0.0 0.0 -0.02
C -1.324445 4.181175 2.689963 -0.1 0.0 0.0 -0.07
C -1.925402 2.969814 3.010672 0.0 0.1 0.1 -0.05
C -1.193284 1.804683 2.846565 0.0 -0.2 0.0 -0.21
N 0.060391 1.808244 2.391279 0.1 0.0 -0.1 0.17
C -1.746188 0.473725 3.277433 0.2 0.2 0.0 -0.20
C -3.088042 0.312015 3.607124 -0.1 -0.1 0.0 -0.02
C -3.473319 -0.861310 4.231360 0.0 0.0 0.0 -0.06
C -2.529898 -1.841287 4.474394 0.0 0.0 0.0 -0.02
C -1.235370 -1.653472 3.989508 0.0 0.0 -0.1 -0.19
N -0.864944 -0.511718 3.415110 0.1 -0.2 0.1 0.19
C -0.207734 -2.734615 4.125581 0.0 0.0 0.0 -0.21
C -0.591766 -4.054655 4.327217 0.0 0.0 0.0 -0.03
C 0.393251 -5.001875 4.561950 0.0 0.0 0.0 -0.07
C 1.716901 -4.617104 4.541276 -0.1 0.0 0.0 -0.03
C 2.025874 -3.288502 4.247366 0.2 -0.1 0.2 -0.35
C 3.455856 -2.838198 4.106911 -0.3 -0.2 0.2 -0.11
N 1.073625 -2.372176 4.068147 -0.2 -0.1 0.3 0.06
H 2.288225 3.524984 0.832305 0.0 0.0 0.0 0.09
H 2.448965 1.919271 1.578127 0.0 -0.1 0.0 0.03
H 2.724757 3.350329 2.526770 0.0 0.0 0.0 0.08
H 0.498043 5.111637 2.036432 0.0 0.0 0.0 0.12
H -1.875994 5.107722 2.795764 0.0 0.0 0.0 0.10
H -2.932038 2.952899 3.403499 0.0 0.0 0.0 0.10
H -3.815123 1.082684 3.394129 0.0 0.0 0.0 0.10
H -4.502299 -1.003996 4.538264 0.0 0.0 0.0 0.10
H -2.788589 -2.725475 5.038932 0.0 0.0 -0.1 0.10
H -1.631012 -4.347803 4.276734 0.0 0.0 0.0 0.10
H 0.122063 -6.035939 4.735595 0.0 0.0 0.0 0.11
H 2.512157 -5.331229 4.706811 0.0 0.0 0.0 0.11
H 4.125771 -3.515196 4.634806 0.0 0.0 0.0 0.08
H 3.585394 -1.815547 4.476306 0.2 -0.1 -0.1 -0.02
H 3.726203 -2.858726 3.047325 0.3 -0.2 0.3 -0.01
C -0.586739 3.408962 -4.149897 0.0 0.0 0.0 -0.02
C -1.465411 4.075540 -3.125407 0.0 0.0 -0.1 -0.21
C -1.685735 5.449550 -3.163482 0.0 0.0 0.0 -0.06
C -2.495737 6.073470 -2.229925 0.0 0.0 0.0 -0.10
C -3.130164 5.311774 -1.257913 0.0 0.1 0.0 -0.06
C -2.948781 3.937854 -1.197383 -0.1 0.0 0.0 -0.21
C -3.658673 3.093650 -0.177033 0.0 0.0 0.0 -0.03
C -2.086704 3.330748 -2.118996 0.1 0.0 0.0 -0.19
N -1.949233 1.927703 -2.057035 -0.1 0.0 0.2 0.18
C -0.890330 1.382995 -1.618893 0.1 0.0 0.0 -0.23
C 0.349384 2.080240 -1.149555 0.0 0.0 0.0 0.01
C -0.898628 -0.125492 -1.540787 -0.2 0.1 0.0 -0.24
C -0.650333 -0.754213 -0.193320 0.0 0.0 0.0 -0.02
N -1.154721 -0.863625 -2.535290 0.0 -0.1 0.0 0.18
C -1.351320 -0.382438 -3.842464 -0.1 0.0 0.0 -0.20
C -2.657630 -0.240943 -4.330696 0.0 0.0 0.0 -0.22
C -3.819871 -0.470617 -3.410059 0.0 0.0 0.0 -0.05
C -2.837176 0.128874 -5.655102 0.0 0.0 0.0 -0.06
C -1.751336 0.329763 -6.498492 0.0 0.0 0.0 -0.11
C -0.468504 0.161104 -6.005552 0.0 0.0 0.0 -0.07
C -0.246296 -0.197135 -4.678969 0.1 0.0 0.0 -0.22
C 1.149306 -0.380045 -4.146622 -0.1 0.0 0.0 -0.04
H -0.634520 3.943283 -5.099294 0.0 0.0 0.0 0.08
H -0.889184 2.376640 -4.323119 0.0 0.0 0.0 0.06
H 0.458621 3.398509 -3.828013 0.0 0.0 0.0 0.09
H -1.203650 6.034553 -3.939029 0.0 0.0 0.0 0.11
H -2.642797 7.145649 -2.266895 0.0 0.0 0.0 0.09
H -3.784618 5.788991 -0.536620 0.0 0.0 0.0 0.10
H -4.481528 3.646721 0.277843 0.0 0.0 0.0 0.08
H -2.978630 2.778619 0.615382 0.0 0.0 0.0 0.06
H -4.047964 2.185372 -0.640421 0.0 0.0 0.0 0.07
H 0.245535 3.162524 -1.203837 0.0 0.0 0.1 0.10
H 1.201966 1.771945 -1.758546 0.0 0.0 0.0 0.04
H 0.579095 1.789674 -0.125727 0.0 0.0 0.0 0.06
H -0.544347 -0.022860 0.613045 0.0 -0.1 -0.1 0.04
H 0.242270 -1.388574 -0.219414 -0.1 0.0 -0.2 0.02
H -1.481074 -1.423570 0.032666 0.0 0.0 0.0 0.09
H -3.712959 -1.426127 -2.891483 0.0 0.0 0.0 0.08
H -4.761702 -0.467048 -3.960079 0.0 0.0 0.0 0.07
H -3.849680 0.309179 -2.646340 0.0 0.0 0.0 0.06
H -3.846564 0.252225 -6.032643 0.0 0.0 0.0 0.10
H -1.907608 0.608589 -7.533260 0.0 0.0 0.0 0.09
H 0.386638 0.302579 -6.657436 0.0 0.0 0.0 0.11
H 1.851942 -0.569147 -4.958000 0.0 0.0 0.0 0.08
H 1.200683 -1.212829 -3.443968 0.0 0.0 0.0 0.07
H 1.494435 0.510900 -3.615389 0.0 0.0 0.0 0.05
Br 3.435596 0.051887 -1.251687 0.2 0.2 -0.2 0.57
C 5.195512 -0.313542 -0.501619 0.3 0.2 0.1 -0.98
Br 5.285029 -2.069994 0.305447 0.3 0.1 -0.2 0.58
H 5.478170 0.465363 0.217541 -0.2 -0.2 0.0 -0.05
H 5.883430 -0.309838 -1.335662 0.0 0.0 0.0 0.00
S 4.390654 0.695978 4.726796 -0.2 -0.1 -0.4 -0.35
S 5.963183 1.960461 4.257719 0.1 0.2 0.1 -0.33
S 5.788422 2.816148 2.351639 -0.2 -0.1 0.0 -0.38
S 7.456204 2.357789 1.217529 -0.2 -0.3 -0.2 -0.40
F -0.874392 -4.029887 0.176835 0.0 0.0 0.0 0.14
C 0.025713 -4.504910 -0.697806 0.0 0.2 0.1 -0.54
F -0.053691 -3.741407 -1.794776 0.0 0.0 0.0 0.15
F -0.390657 -5.742439 -1.041204 0.0 0.0 0.0 0.14
C 1.469375 -4.440978 -0.084420 0.0 -0.2 -0.3 -0.38
O 1.688345 -3.281069 0.510324 -0.6 -1.9 -0.9 -0.50
C 1.610011 -5.653802 0.898536 0.0 0.1 0.0 -0.53
F 2.676050 -5.505268 1.691359 0.0 0.0 0.0 0.15
F 1.741140 -6.849425 0.284660 0.0 0.0 0.0 0.14
F 0.534295 -5.755739 1.699721 0.0 0.0 0.0 0.15
C 2.490872 -4.682063 -1.260409 -0.1 0.1 0.1 -0.54
F 3.667963 -5.134140 -0.794053 0.1 0.0 0.0 0.14
F 2.732213 -3.542525 -1.905381 0.0 0.0 -0.1 0.14
F 2.071606 -5.578193 -2.181746 0.0 0.0 0.0 0.14